1.
Here is a molecular structure, C37H45CoN3OP2S2Se from the OMol25 dataset. Energies are from ωB97M-V/def2-TZVPD.

Expectation value of S²   0.783
Total energy   -188828.0760 eV
ΔE to the lowest compared entry with this formula, charge and spin   4.73 kJ/mol
Frontier orbital gap (spin up / spin down)   7.04 / 7.77 eV
Maximum force   0.24 eV/A
M   811.8 g mol⁻¹

Geometry as ORCA input:
```
! RIJCOSX wB97M-V def2-TZVPD def2/J DEFGRID3
* xyz 2 2
Co -0.001 -0.009 -0.052
C -2.637 7.003 1.324
S -0.833 7.051 1.319
C -0.442 6.034 2.773
C 0.079 4.646 2.413
C -0.973 3.804 1.711
N -0.453 2.535 1.188
P -0.753 0.966 1.729
C -0.270 0.837 3.451
C 1.088 0.706 3.748
C 1.512 0.679 5.066
C 0.582 0.779 6.094
C -0.768 0.916 5.805
C -1.198 0.949 4.486
C -2.519 0.630 1.560
C -3.267 1.412 0.679
C -4.581 1.069 0.389
C -5.145 -0.061 0.962
C -4.400 -0.851 1.830
C -3.090 -0.513 2.126
P 0.238 2.196 -0.328
C -0.592 3.171 -1.576
C -1.521 2.551 -2.413
C -2.240 3.310 -3.323
C -2.037 4.682 -3.392
C -1.113 5.303 -2.559
C -0.384 4.550 -1.654
C 1.967 2.705 -0.310
C 2.646 2.828 -1.523
C 4.012 3.066 -1.529
C 4.705 3.175 -0.330
C 4.033 3.050 0.879
C 2.667 2.807 0.891
H -2.968 7.649 0.512
H -3.029 7.401 2.258
H -3.033 6.002 1.154
H -1.330 5.979 3.405
H 0.317 6.571 3.340
H 0.423 4.129 3.317
H 0.944 4.761 1.755
H -1.391 4.367 0.872
H -1.800 3.572 2.390
H 1.815 0.641 2.946
H 2.567 0.589 5.293
H 0.913 0.759 7.124
H -1.489 1.003 6.607
H -2.252 1.063 4.266
H -2.833 2.295 0.226
H -5.164 1.691 -0.278
H -6.171 -0.324 0.739
H -4.846 -1.727 2.282
H -2.513 -1.137 2.798
H -1.657 1.477 -2.356
H -2.955 2.837 -3.982
H -2.599 5.273 -4.102
H -0.960 6.372 -2.615
H 0.333 5.039 -1.005
H 2.107 2.755 -2.461
H 4.535 3.177 -2.469
H 5.769 3.372 -0.339
H 4.570 3.155 1.812
H 2.141 2.722 1.835
O -0.168 -0.569 -1.914
S -0.396 -2.028 -2.380
C -0.983 -1.782 -4.079
C -2.520 -1.816 -4.083
C -3.000 -1.613 -2.647
C -2.053 -2.433 -1.784
H -0.527 -2.551 -4.701
H -0.564 -0.817 -4.361
H -2.861 -2.784 -4.451
H -2.915 -1.058 -4.758
H -4.030 -1.941 -2.510
H -2.948 -0.562 -2.354
H -2.179 -3.509 -1.929
H -2.093 -2.214 -0.715
C 3.024 -0.958 0.058
N 2.834 -1.490 1.401
C 3.818 -1.557 2.367
C 3.263 -2.126 3.457
N 1.947 -2.396 3.148
C 0.962 -2.949 4.071
C 1.690 -1.999 1.893
Se 0.043 -2.197 1.021
H 4.059 -1.114 -0.237
H 2.810 0.114 0.037
H 2.373 -1.493 -0.632
H 4.821 -1.216 2.182
H 3.687 -2.380 4.412
H 1.485 -3.309 4.952
H 0.436 -3.774 3.599
H 0.254 -2.172 4.353
*
```

---

2.
Here is a molecular structure, C37H45N3O2P2Sr from the OMol25 dataset. Energies are from ωB97M-V/def2-TZVPD.

Total energy   -67080.2374 eV
ΔE to the lowest compared entry with this formula, charge and spin   106.37 kJ/mol
Frontier orbital gap   6.53 eV
Maximum force   0.17 eV/A
M   713.4 g mol⁻¹

Geometry as ORCA input:
```
! RIJCOSX wB97M-V def2-TZVPD def2/J DEFGRID3
* xyz 0 1
Sr 0.722 0.393 -0.530
C -3.342 2.449 -0.535
C -2.362 2.050 -1.602
C -2.591 0.935 -2.402
C -1.659 0.521 -3.341
C -0.481 1.233 -3.518
C -0.241 2.358 -2.735
C -1.166 2.751 -1.772
H -3.789 3.421 -0.749
H -2.841 2.520 0.433
H -4.144 1.717 -0.444
H -3.485 0.344 -2.247
H -1.849 -0.373 -3.921
H 0.246 0.916 -4.255
H 0.677 2.920 -2.862
H -0.955 3.608 -1.141
C 3.486 1.907 -4.093
P 3.215 0.848 -2.605
C 3.862 -0.733 -3.255
C 4.575 1.477 -1.539
C 5.863 0.945 -1.622
C 6.890 1.419 -0.824
C 6.647 2.457 0.064
C 5.374 2.992 0.159
C 4.323 2.508 -0.621
P 2.608 3.117 -0.367
C 2.591 4.662 -1.366
C 2.664 3.854 1.309
H 4.515 1.835 -4.449
H 3.265 2.951 -3.877
H 2.814 1.578 -4.889
H 4.788 -0.621 -3.821
H 3.100 -1.145 -3.918
H 3.985 -1.441 -2.437
H 6.070 0.138 -2.312
H 7.877 0.982 -0.900
H 7.443 2.844 0.688
H 5.200 3.790 0.869
H 3.442 5.304 -1.132
H 1.669 5.205 -1.149
H 2.606 4.439 -2.432
H 3.363 4.687 1.397
H 2.910 3.085 2.041
H 1.663 4.221 1.539
N 3.990 -0.279 1.668
C 3.088 0.223 1.141
H 4.750 -0.811 2.035
C 1.139 -2.622 1.431
C 0.949 -2.927 -0.056
C 1.225 -4.416 -0.293
C 1.796 -1.983 -0.919
H 0.534 -3.274 2.067
H 0.883 -1.588 1.685
H 2.189 -2.769 1.708
H -0.111 -2.761 -0.296
H 2.266 -4.645 -0.043
H 1.073 -4.675 -1.342
H 0.581 -5.063 0.315
H 1.682 -2.289 -1.974
H 2.859 -2.170 -0.678
O -0.384 0.825 1.747
C -1.377 0.121 1.476
N -2.374 -0.182 2.366
C -3.276 -1.156 1.767
C -2.710 -1.187 0.313
O -3.231 -1.805 -0.593
N -1.594 -0.415 0.249
C -3.137 -2.506 2.460
C -3.719 -2.677 3.715
C -3.551 -3.858 4.417
C -2.805 -4.893 3.866
C -2.233 -4.734 2.614
C -2.397 -3.546 1.912
C -4.720 -0.681 1.731
C -5.087 0.580 2.181
C -6.412 0.996 2.106
C -7.377 0.157 1.575
C -7.012 -1.105 1.120
C -5.695 -1.524 1.200
H -2.146 -0.209 3.348
H -4.321 -1.879 4.136
H -4.009 -3.976 5.390
H -2.676 -5.820 4.410
H -1.654 -5.536 2.174
H -1.951 -3.442 0.931
H -4.331 1.240 2.586
H -6.685 1.981 2.465
H -8.408 0.481 1.516
H -7.760 -1.766 0.700
H -5.410 -2.503 0.838
*
```